1.
C18H27NO5S in the gas phase. Source: the Open Molecules 2025 dataset; level of theory: ωB97M-V with the def2-TZVPD basis set.

The geometry in XYZ format:
```
52
Properties=species:S:1:pos:R:3:lowdin_charge:R:1
C -8.50064 0.34917 -1.49537 -0.0777
O -7.67382 0.90500 -0.49744 -0.0716
C -6.46551 0.34771 -0.26044 -0.2659
C -5.71279 0.94531 0.75904 0.0174
C -4.46603 0.45738 1.08085 -0.0506
C -3.96127 -0.63058 0.38728 -0.2974
S -2.32688 -1.23752 0.78584 0.7248
O -2.13688 -1.13832 2.21576 -0.3012
O -2.14803 -2.53317 0.18891 -0.3036
C -1.20397 -0.05213 -0.04905 -0.1238
C 0.07863 0.16952 0.76609 -0.5521
O -0.24367 0.75731 2.00439 -0.0142
C 0.82881 -1.16507 0.95498 -0.0850
C 1.88361 -1.36857 -0.12156 -0.1186
N 2.91504 -0.34061 -0.04041 -0.0227
C 4.16067 -0.70649 -0.43497 -0.4091
O 4.32709 -1.81355 -0.92040 0.0531
C 5.36028 0.24802 -0.27432 -0.5024
C 6.62359 -0.61051 -0.43294 -0.0587
C 5.42691 0.92255 1.10187 -0.0456
C 5.34767 1.27790 -1.41160 -0.0335
C 2.45393 0.94354 0.44324 -0.1412
C 0.99926 1.16551 0.03755 -0.0812
C -4.68967 -1.23166 -0.61788 -0.0451
C -5.94466 -0.74886 -0.94697 -0.0011
H -8.75867 -0.68937 -1.26873 0.0981
H -8.03018 0.40335 -2.48162 0.0973
H -9.40589 0.95364 -1.49472 0.0953
H -6.13858 1.78718 1.28073 0.1233
H -3.88070 0.89558 1.87378 0.1215
H -1.75772 0.87903 -0.14806 0.1156
H -0.99991 -0.48347 -1.02403 0.1153
H -0.84705 0.14933 2.46721 0.0658
H 1.31076 -1.14964 1.93436 0.1400
H 0.12714 -1.99850 0.93984 0.1011
H 1.42307 -1.36337 -1.11705 0.1358
H 2.37741 -2.33542 0.00068 0.1282
H 6.58387 -1.17363 -1.36066 0.0821
H 7.50893 0.02110 -0.43798 0.0837
H 6.70040 -1.32108 0.38615 0.0909
H 4.82116 1.82064 1.16363 0.0677
H 6.45631 1.21032 1.30751 0.0837
H 5.11057 0.23249 1.88065 0.0937
H 4.46712 1.91517 -1.39032 0.0679
H 6.22789 1.91390 -1.33873 0.0882
H 5.37112 0.76592 -2.37101 0.0930
H 3.05831 1.74061 0.01529 0.1011
H 2.52063 0.99824 1.53637 0.1340
H 0.69679 2.17327 0.32225 0.1320
H 0.89927 1.06046 -1.04268 0.1288
H -4.26842 -2.08530 -1.12491 0.1161
H -6.50533 -1.23235 -1.73041 0.1069
```

net charge = 0
relative energy (zero: lowest compared OMol25 entry of this formula, charge and spin) = 34.5 kJ/mol
SMILES = COc1ccc(S(=O)(=O)CC2(O)CCN(C(=O)C(C)(C)C)CC2)cc1
gap between HOMO and LUMO = 9.48 eV

***

2.
A molecular structure, C18H27O14Pt2 at a distorted geometry. Source: the Open Molecules 2025 dataset; level of theory: ωB97M-V with the def2-TZVPD basis set.

The geometry in XYZ format:
```
61
Properties=species:S:1:pos:R:3:lowdin_charge:R:1
Pt -22.20082 23.36888 -20.56536 0.8270
Pt -20.45830 19.76619 -20.87621 0.8357
C -22.82362 20.69185 -16.97517 0.0260
C -22.61184 20.84323 -18.48348 -0.7587
O -21.92785 20.00725 -19.05158 -0.0878
O -22.96346 21.92099 -18.96165 -0.1085
H -23.89028 20.49899 -16.86052 0.0628
H -22.56367 21.64542 -16.51557 0.0744
H -22.28865 19.81756 -16.60433 0.1041
C -25.04150 17.98097 -19.15742 0.0129
C -26.19392 17.11532 -19.77678 -0.2135
C -27.17648 17.85578 -20.64106 -0.0408
O -27.00450 17.13751 -21.84372 0.1414
C -26.05019 16.14729 -21.80203 -0.3417
O -25.58406 15.42404 -22.68424 0.5370
O -25.48227 16.22534 -20.65745 0.1744
H -24.14231 18.06670 -19.76751 0.0876
H -24.69410 17.54433 -18.22107 0.0968
H -25.34390 19.00969 -18.96147 0.0687
H -26.67584 16.59033 -18.95201 0.1740
H -26.82711 18.87331 -20.81622 0.1485
H -28.17838 17.85950 -20.21178 0.1664
C -24.54217 20.71463 -14.09307 0.0003
C -25.57938 21.01436 -13.05650 -0.3036
C -25.07253 20.96554 -11.58089 0.0300
O -25.62915 22.20099 -11.00073 0.1705
C -25.86292 23.00388 -12.00946 -0.5144
O -25.85330 24.20255 -11.99579 0.3394
O -25.99764 22.33874 -13.14699 0.1518
H -23.66422 21.33570 -13.91533 0.0922
H -24.72065 21.18305 -15.06096 0.0534
H -24.37592 19.65593 -13.89405 0.1270
H -26.45527 20.36565 -13.06508 0.1665
H -23.98557 20.92246 -11.51183 0.1551
H -25.68377 20.12914 -11.24189 0.1600
C -27.43673 24.01804 -16.75721 0.0303
C -27.91899 22.56747 -16.87836 -0.2197
C -26.77403 21.54772 -17.00000 -0.1307
O -27.06767 20.82460 -15.86483 0.0361
C -28.15942 21.28211 -15.12395 -0.4796
O -28.51024 20.89705 -13.94195 0.2054
O -28.68830 22.17927 -15.72221 0.2217
H -27.03238 24.17996 -15.75802 0.0994
H -28.22577 24.74866 -16.93531 0.1056
H -26.62335 24.21979 -17.45423 0.0914
H -28.41663 22.11629 -17.73679 0.1654
H -25.81487 22.05430 -16.89283 0.1195
H -26.83915 20.92643 -17.89323 0.1302
C -20.73513 23.63699 -15.47816 0.0425
C -19.52278 22.60071 -15.17403 -0.2317
C -19.15585 21.69321 -16.39409 -0.0314
O -17.82483 22.10900 -16.49427 0.1650
C -17.42682 23.06238 -15.70461 -0.3960
O -16.32509 23.51477 -15.72249 0.5818
O -18.43219 23.40241 -14.90579 0.1864
H -20.37574 24.64104 -15.25273 0.1008
H -21.54033 23.37612 -14.79136 0.0770
H -21.09098 23.59043 -16.50739 0.0682
H -19.80152 21.86150 -14.42306 0.1648
H -19.78179 21.86246 -17.27024 0.1288
H -19.25722 20.63817 -16.13967 0.1539
```

multiplicity = 6
net charge = +4
gap between HOMO and LUMO (spin up / spin down) = 7.95 / 3.01 eV

***

Q: Look up the net charge of the first one.
A: 0

***

Q: Among the records above, which one has the lowest net charge?
A: C18H27NO5S

***

Q: Which formula does entry 1 have?
A: C18H27NO5S